C5H14O | ωB97M-V/def2-TZVPD

## Properties
**HOMO**: -0.3988 hartree
**Orbital gap**: 11.657 eV
**Energy above the lowest of the compared OMol25 structures with the same formula, charge and spin**: 85.6 kJ/mol
**SMILES**: CCC(C)C.O
**F_max**: 2.69 eV/A
**Molecular weight**: 90.2 u
**Energy**: -7458.898 eV

Atoms and positions in Å:
1 C 1.35 -1.70 0.98
2 C 0.58 -0.62 0.19
3 C -0.53 0.09 1.00
4 C -1.21 1.24 0.27
5 C -1.60 -0.95 1.44
6 H 1.27 -2.77 0.74
7 H 0.80 -1.85 1.93
8 H 2.39 -1.47 1.19
9 H 0.16 -1.15 -0.67
10 H 1.30 0.15 -0.10
11 H -0.11 0.27 1.99
12 H -0.56 2.12 0.30
13 H -1.55 0.85 -0.68
14 H -2.06 1.61 0.86
15 H -1.26 -1.71 2.13
16 H -2.35 -0.38 1.97
17 H -2.10 -1.36 0.55
18 H 2.23 2.64 -5.35
19 H 1.84 2.42 -3.94
20 O 1.45 2.57 -4.80